# 1
140
Properties=species:S:1:pos:R:3:forces:R:3 method="wB97M-V/def2-TZVPD" total_charge=+6 largest_force_ev_per_a=5.64 energy_ha=-5245.949523 e_lumo_ha=-0.441 e_homo_ev=-21.224 de_lowest_ev=7.619 gap_ha=0.33904
As 0.483 0.637 0.695 -1.4 -0.2 -0.7
F -0.602 2.053 1.051 1.5 -1.5 -0.5
F -0.132 0.567 -1.007 0.1 -0.2 1.6
F 1.462 -0.845 0.449 -0.5 1.0 -0.3
F 1.133 0.687 2.322 -0.5 0.2 -1.0
F -0.864 -0.465 1.191 1.2 1.1 -0.4
F 1.760 1.615 -0.024 -0.5 -0.3 1.1
C 3.894 3.303 4.156 1.5 -0.6 -0.1
C 2.663 2.935 3.405 0.2 -0.6 0.3
N 1.875 4.099 3.063 -0.4 2.0 2.0
C 1.614 4.551 1.829 -1.3 0.0 -2.5
C 0.945 5.730 1.869 0.1 0.8 1.8
N 0.880 6.110 3.198 1.3 -2.4 0.9
C 1.478 5.045 3.958 -1.7 2.9 -2.7
C 0.251 7.392 3.672 -0.4 -0.9 0.3
H 4.487 2.393 4.247 -0.3 -0.4 0.6
H 3.720 3.717 5.149 0.2 0.1 -0.2
H 4.619 3.848 3.551 -0.4 0.9 0.1
H 2.055 2.279 4.029 -0.1 -0.1 -0.3
H 2.950 2.418 2.489 -0.4 0.1 0.0
H 1.692 3.972 0.921 0.5 -0.3 0.3
H 0.452 6.373 1.155 0.4 -0.3 -0.3
H 1.539 5.140 5.032 0.3 -0.5 -0.1
H -0.147 7.162 4.661 0.2 0.4 0.0
H -0.600 7.628 3.033 0.1 -0.3 -0.1
H 0.890 8.275 3.664 0.5 -0.5 0.1
C -5.797 -1.062 6.020 0.5 0.2 -1.2
C -5.769 0.465 6.336 -0.8 -0.6 1.3
N -4.450 0.982 6.066 3.5 1.5 -2.2
C -3.344 0.795 6.892 0.0 0.2 -1.2
C -2.231 1.239 6.206 -0.2 -1.1 0.5
N -2.613 1.591 4.932 -1.6 1.1 0.0
C -3.966 1.553 4.901 -0.5 -1.7 1.2
C -1.737 2.049 3.809 -0.4 -0.4 0.4
H -5.718 -1.190 4.941 -0.1 0.3 -0.4
H -6.632 -1.717 6.269 -0.2 0.8 0.6
H -4.881 -1.558 6.338 0.0 0.2 0.6
H -5.873 0.686 7.398 -0.4 -0.4 0.1
H -6.504 1.129 5.880 -0.1 -0.5 -0.4
H -3.469 0.239 7.810 0.2 0.4 0.2
H -1.191 1.220 6.495 -0.2 0.0 0.1
H -4.599 1.794 4.060 0.1 0.1 0.1
H -2.170 2.882 3.255 0.0 0.2 0.5
H -1.628 1.267 3.056 0.1 -0.3 0.4
H -0.769 2.301 4.241 -0.1 0.1 -0.2
C 1.526 5.251 -2.269 0.2 1.0 1.2
C 0.468 5.288 -3.361 2.0 0.0 -0.3
N -0.531 4.291 -3.101 -2.9 -2.0 1.6
C -0.364 2.892 -3.401 -1.8 2.0 0.6
C -1.491 2.248 -2.961 0.3 2.1 1.4
N -2.257 3.220 -2.220 1.0 -0.4 -1.8
C -1.709 4.453 -2.333 2.5 -2.9 -2.1
C -3.504 2.911 -1.525 0.1 0.4 1.1
H 1.840 4.262 -1.935 -0.3 -0.3 -0.3
H 1.169 5.786 -1.388 -0.1 -0.1 0.2
H 2.448 5.770 -2.530 -0.2 0.1 -0.4
H 1.058 5.010 -4.233 -0.8 -0.1 -0.5
H 0.038 6.271 -3.556 -0.1 -0.1 0.2
H 0.516 2.542 -3.920 -0.2 0.2 0.0
H -1.780 1.208 -2.971 0.0 0.3 0.0
H -2.125 5.353 -1.906 0.2 0.1 -0.2
H -3.913 1.932 -1.773 0.1 0.4 -0.6
H -4.202 3.740 -1.646 -0.2 -0.4 -0.3
H -3.284 2.856 -0.459 0.1 0.0 0.1
C -5.602 -5.106 -3.989 0.7 1.5 -1.7
C -6.543 -4.615 -2.927 -0.8 -2.0 -0.1
N -6.011 -3.778 -1.905 2.2 3.5 3.8
C -6.647 -3.634 -0.628 1.3 0.1 -0.4
C -5.946 -2.760 0.185 0.8 -1.5 -3.8
N -4.846 -2.361 -0.655 -0.6 0.0 0.7
C -4.889 -2.945 -1.883 -3.4 -1.2 1.3
C -3.874 -1.384 -0.179 1.1 0.6 -0.7
H -5.275 -4.253 -4.584 0.1 0.5 -0.1
H -6.110 -5.653 -4.783 -0.2 -0.5 0.5
H -4.649 -5.582 -3.757 -0.5 -0.4 0.8
H -6.863 -5.490 -2.361 -0.4 -0.1 -0.1
H -7.436 -4.120 -3.308 0.1 -0.1 -0.4
H -7.486 -4.250 -0.341 -0.1 0.1 -0.3
H -6.087 -2.529 1.230 0.2 0.2 -0.3
H -4.380 -2.671 -2.795 0.4 -0.1 0.4
H -4.066 -1.069 0.846 -0.2 -0.2 -0.2
H -3.801 -0.509 -0.826 -0.9 0.3 0.0
H -2.831 -1.689 -0.268 -0.1 -0.9 0.4
C 4.796 -1.817 1.009 -0.7 0.4 -0.1
C 4.737 -0.531 0.110 1.5 -1.4 0.7
N 5.508 -0.855 -1.158 -1.4 0.2 -1.1
C 6.889 -0.893 -1.279 -1.3 -0.7 -1.9
C 7.115 -1.281 -2.616 1.1 1.0 2.1
N 5.931 -1.345 -3.277 -0.6 -0.2 2.9
C 4.945 -1.167 -2.368 1.1 0.9 0.8
C 5.805 -1.327 -4.687 -0.6 0.0 -2.0
H 4.379 -1.649 2.002 -0.1 0.4 -0.1
H 5.778 -2.250 1.200 0.2 0.4 -0.4
H 4.178 -2.599 0.568 0.0 -0.1 -0.2
H 5.242 0.299 0.603 0.4 -0.1 -0.2
H 3.720 -0.162 -0.026 0.1 -0.5 -0.7
H 7.482 -0.576 -0.434 0.4 -0.4 -0.3
H 8.065 -1.460 -3.097 -0.1 0.1 -0.1
H 3.891 -1.118 -2.599 0.2 -0.1 0.1
H 6.431 -0.518 -5.064 0.0 -0.2 -0.2
H 4.776 -1.108 -4.972 0.0 0.1 0.2
H 6.027 -2.269 -5.188 0.4 0.0 0.3
C 2.167 -1.039 -7.926 1.4 -0.4 -0.7
C 0.747 -0.729 -7.538 1.0 1.2 -0.9
N 0.482 -1.309 -6.238 0.2 -0.8 3.9
C -0.498 -2.272 -5.966 0.8 1.6 1.2
C -0.504 -2.458 -4.594 0.5 -0.1 -0.7
N 0.505 -1.722 -4.026 0.9 1.3 -3.3
C 1.145 -0.976 -5.029 -3.5 -2.5 -0.9
C 0.802 -1.734 -2.609 -0.2 0.3 -0.2
H 2.653 -0.587 -8.791 -1.2 0.6 -0.5
H 2.297 -2.089 -8.187 0.1 -0.2 0.7
H 2.861 -0.646 -7.184 0.0 -0.6 0.6
H 0.030 -1.083 -8.280 -0.1 0.0 0.3
H 0.683 0.351 -7.401 -0.5 0.0 -0.3
H -1.176 -2.592 -6.744 0.2 -0.2 0.1
H -1.101 -3.066 -3.929 -0.1 -0.2 -0.4
H 1.869 -0.191 -4.864 0.1 -0.3 -0.2
H 1.077 -2.743 -2.301 0.2 0.1 0.0
H -0.112 -1.416 -2.109 0.4 0.0 0.3
H 1.603 -1.009 -2.466 -0.2 -0.2 0.5
C 2.138 -1.791 4.299 1.4 0.8 0.2
C 0.959 -2.316 3.541 -0.5 0.8 -0.4
N 1.318 -3.532 2.807 -0.7 -0.1 -3.1
C 1.743 -4.683 3.331 0.8 -0.9 2.9
C 2.043 -5.601 2.412 0.3 0.2 -2.3
N 1.800 -4.978 1.170 -1.5 1.7 1.6
C 1.308 -3.717 1.440 1.2 -1.3 1.1
C 1.939 -5.554 -0.164 0.7 0.5 -0.5
H 2.598 -2.427 5.055 -0.5 -0.2 0.1
H 1.974 -0.808 4.740 -0.5 -0.2 0.2
H 2.956 -1.566 3.616 0.0 -0.2 -0.3
H 0.643 -1.574 2.808 0.3 -0.2 -0.2
H 0.056 -2.422 4.143 0.2 -0.8 0.2
H 1.913 -4.802 4.391 -0.2 0.1 0.0
H 2.525 -6.563 2.497 -0.3 0.0 0.0
H 1.132 -2.933 0.718 -0.2 -0.2 0.1
H 1.454 -6.522 -0.292 0.2 0.1 0.4
H 3.005 -5.578 -0.389 0.0 -0.6 0.1
H 1.551 -4.867 -0.917 -0.4 0.1 0.3


# 2
161
Properties=species:S:1:pos:R:3:forces:R:3 method="wB97M-V/def2-TZVPD" total_charge=0 largest_force_ev_per_a=6.96 energy_ha=-4929.046140 e_lumo_ha=-0.002 e_homo_ev=-9.519 gap_ha=0.34775
C 4.338 2.842 -0.478 0.3 1.4 0.2
C 3.268 2.367 0.457 -0.7 -0.7 -0.7
O 3.880 1.521 1.456 -0.5 0.5 -0.1
H 4.943 3.568 0.085 0.4 -0.4 -0.2
H 3.976 3.433 -1.333 -0.2 -0.5 0.1
H 4.931 1.990 -0.811 0.1 0.2 0.0
H 2.575 1.738 -0.105 0.0 -0.2 0.2
H 2.630 3.163 0.870 0.5 -0.1 0.2
H 4.163 2.095 2.173 0.1 -0.1 0.2
C -3.638 0.884 -4.495 0.7 -0.6 -0.9
C -2.184 0.870 -4.032 -0.3 -0.6 0.7
O -1.792 -0.394 -3.482 0.3 0.3 -0.8
H -3.719 0.290 -5.416 -0.1 0.2 0.1
H -3.914 1.917 -4.715 -0.4 -0.1 0.2
H -4.273 0.373 -3.772 -0.1 0.5 0.2
H -2.111 1.647 -3.258 0.4 -0.1 -0.1
H -1.472 1.023 -4.846 -0.2 0.4 0.0
H -2.410 -0.587 -2.772 -0.3 0.0 0.5
C 1.426 -0.185 -5.412 0.1 -0.2 0.1
C 1.349 -1.473 -4.616 -0.5 -1.0 -0.3
O 0.212 -2.252 -4.988 -0.1 0.3 -0.2
H 1.560 -0.357 -6.479 0.2 -0.2 0.0
H 2.255 0.411 -5.038 0.0 0.3 -0.1
H 0.482 0.345 -5.321 0.0 0.3 0.2
H 1.280 -1.297 -3.536 0.4 0.2 -0.1
H 2.166 -2.167 -4.835 0.3 0.4 0.2
H -0.541 -1.720 -4.721 -0.5 0.0 0.2
C -2.225 -4.637 1.029 -0.3 0.0 0.5
C -2.940 -3.373 0.649 0.3 0.5 -0.8
O -2.494 -2.994 -0.692 -0.2 0.3 0.8
H -2.408 -4.948 2.059 -0.4 0.0 0.0
H -1.153 -4.424 1.025 -0.1 -0.4 -0.6
H -2.587 -5.414 0.348 0.7 -0.2 0.1
H -2.649 -2.576 1.328 0.0 0.3 -0.1
H -4.031 -3.425 0.626 0.0 -0.3 0.2
H -2.836 -3.667 -1.296 -0.2 -0.1 -0.3
C 0.668 -5.588 -1.734 0.1 0.5 -0.4
C 0.958 -4.336 -2.554 0.0 -1.0 0.2
O 1.396 -4.710 -3.866 -0.3 0.5 0.1
H 0.381 -5.314 -0.717 0.0 -0.2 0.0
H 1.581 -6.185 -1.728 -0.1 -0.3 0.3
H -0.144 -6.114 -2.235 0.1 -0.3 0.2
H 1.735 -3.777 -2.022 -0.2 0.4 -0.2
H 0.013 -3.795 -2.631 0.4 0.4 -0.3
H 2.062 -5.396 -3.785 0.1 -0.1 0.2
C -4.608 1.378 -0.687 -0.3 0.0 -0.6
C -4.889 -0.107 -0.838 1.3 0.6 0.4
O -3.663 -0.600 -1.400 0.0 0.0 -0.4
H -3.659 1.495 -0.167 -0.1 0.2 0.2
H -5.416 1.919 -0.192 0.1 -0.1 0.1
H -4.495 1.789 -1.694 0.1 0.2 0.1
H -5.720 -0.251 -1.525 -0.2 -0.4 0.2
H -5.048 -0.491 0.177 -0.3 -0.5 -0.4
H -3.389 -1.516 -1.207 -0.4 -0.2 0.5
C -4.575 -2.881 -4.056 -0.4 0.9 -0.6
C -4.462 -4.356 -3.858 1.0 -0.8 0.3
O -3.951 -4.620 -2.529 0.1 0.1 0.0
H -3.648 -2.308 -3.884 -0.3 -0.5 0.8
H -5.439 -2.487 -3.508 0.4 0.2 0.0
H -4.695 -2.627 -5.113 -0.6 -0.4 -0.1
H -3.742 -4.747 -4.576 0.1 -0.1 -0.1
H -5.372 -4.958 -3.956 -0.2 0.6 -0.2
H -3.624 -5.525 -2.516 -0.1 -0.1 0.0
C 1.463 -2.949 1.131 0.0 0.3 -0.5
C 2.514 -1.907 0.778 -0.2 -0.3 0.3
O 2.095 -0.634 1.295 0.1 -0.7 0.1
H 1.656 -3.867 0.570 0.2 0.0 0.2
H 0.483 -2.600 0.797 -0.1 0.0 0.2
H 1.447 -3.158 2.198 -0.1 0.0 0.0
H 2.599 -1.808 -0.302 0.3 -0.2 -0.1
H 3.459 -2.220 1.241 0.0 0.3 -0.4
H 2.812 0.006 1.304 0.4 0.2 0.1
C -0.375 0.912 -0.413 0.6 -0.5 0.1
C -1.072 0.402 0.837 0.0 0.7 -0.1
O -0.220 0.269 1.969 -1.0 0.6 0.0
H -1.015 0.768 -1.279 -0.2 0.2 -0.1
H 0.506 0.282 -0.574 0.1 0.2 -0.2
H -0.049 1.952 -0.320 -0.1 0.0 0.0
H -1.546 -0.543 0.569 -0.2 -0.1 0.2
H -1.820 1.158 1.099 -0.2 -0.4 0.2
H 0.570 -0.211 1.690 0.4 -0.1 0.0
C -5.166 2.550 3.957 0.5 -0.2 -0.2
C -4.003 1.625 3.682 0.2 -1.5 -0.2
O -4.596 0.503 3.044 -0.7 0.8 0.2
C -5.987 0.556 3.236 3.4 2.0 1.0
O -6.712 -0.245 2.854 -2.4 -2.5 -1.2
O -6.290 1.659 3.929 -0.1 1.0 0.3
F -3.457 1.160 4.867 0.0 0.3 -0.1
H -5.218 3.266 3.138 -0.3 0.1 0.1
H -5.034 3.053 4.919 -0.4 -0.2 -0.1
H -3.186 1.961 3.040 -0.1 0.3 0.2
C 6.279 -0.135 -4.199 0.8 0.0 0.2
C 5.473 1.052 -4.631 -0.7 0.5 0.0
O 4.569 1.202 -3.552 -0.4 -0.7 -0.3
C 4.403 -0.036 -2.924 2.3 0.7 -2.6
O 3.558 -0.316 -2.189 -1.8 -0.3 1.9
O 5.394 -0.866 -3.359 -0.4 0.2 0.3
F 4.834 0.758 -5.826 -0.2 0.2 0.7
H 7.125 0.215 -3.600 0.1 -0.2 -0.1
H 6.610 -0.770 -5.020 -0.1 0.1 0.1
H 5.926 2.037 -4.756 0.4 -0.4 0.0
C 0.054 3.660 -3.194 -0.5 -0.1 0.3
C -1.091 4.533 -2.630 0.2 -0.1 0.2
O -0.513 5.250 -1.594 0.7 0.4 -0.1
C 0.794 4.871 -1.399 -2.7 -1.1 -3.6
O 1.475 5.295 -0.592 2.8 1.7 3.7
O 1.177 4.010 -2.357 -0.5 -0.6 -0.8
F -2.097 3.838 -2.027 -0.4 -0.8 -0.4
H 0.210 3.852 -4.258 0.5 0.3 0.3
H -0.161 2.594 -3.103 0.0 0.1 0.3
H -1.554 5.198 -3.357 0.0 0.1 0.0
C 2.824 -0.922 4.503 -1.3 -0.9 0.9
C 4.229 -0.708 4.123 1.3 -0.1 -0.8
O 4.537 -1.881 3.408 0.0 -0.9 0.6
C 3.770 -2.943 3.946 -1.0 6.8 1.4
O 3.911 -4.042 3.731 0.7 -5.1 -1.0
O 2.824 -2.348 4.752 0.2 -0.7 -0.6
F 5.012 -0.646 5.264 0.0 0.1 -0.4
H 2.138 -0.753 3.680 0.0 0.4 -0.1
H 2.474 -0.478 5.442 0.4 0.2 -0.4
H 4.506 0.092 3.429 -0.3 0.1 0.6
C -3.842 6.138 0.479 1.2 -0.2 -0.4
C -4.710 4.922 0.480 0.1 -1.1 0.1
O -3.977 4.027 1.302 0.1 0.3 -0.3
C -2.629 4.379 1.264 -3.9 2.6 -2.0
O -1.793 3.767 1.740 3.4 -2.7 1.9
O -2.507 5.552 0.627 -0.7 0.7 0.0
F -4.830 4.351 -0.777 -0.1 0.6 0.7
H -4.056 6.734 1.366 0.1 0.2 -0.2
H -3.862 6.708 -0.457 -0.1 -0.1 0.4
H -5.693 5.055 0.932 -0.1 -0.1 -0.3
C 6.172 -0.915 0.124 0.4 -0.3 0.2
C 7.140 -0.426 1.160 1.1 -0.3 1.0
O 7.964 -1.546 1.372 -0.4 -0.3 0.1
C 7.282 -2.726 1.001 -1.1 5.2 -0.4
O 7.685 -3.774 1.199 1.0 -3.6 0.4
O 6.136 -2.319 0.389 -0.1 -0.6 -0.3
F 6.489 -0.105 2.351 0.4 0.0 -0.6
H 6.634 -0.746 -0.851 -0.4 0.0 -0.2
H 5.183 -0.487 0.231 -0.1 0.0 -0.1
H 7.843 0.383 0.918 -0.7 0.1 -0.1
C 0.860 4.439 3.823 -0.4 1.3 -0.1
C 0.555 2.975 3.885 -0.9 -1.9 0.2
O -0.325 2.812 4.992 0.0 0.8 0.1
C -0.544 4.032 5.629 3.2 -0.9 -5.2
O -1.112 4.211 6.595 -2.5 0.5 3.9
O 0.037 4.999 4.848 -0.1 0.1 0.7
F 1.662 2.209 4.162 0.7 0.2 0.2
H 0.561 4.947 2.901 0.1 -0.5 -0.1
H 1.902 4.699 4.023 0.0 -0.4 0.1
H 0.103 2.458 3.034 0.0 0.5 -0.1
C -0.778 -0.923 5.236 -0.6 -0.3 -1.0
C -1.456 -1.875 4.258 0.2 -1.3 0.4
O -1.859 -2.966 5.064 -0.1 0.6 0.1
C -1.157 -2.946 6.257 -0.3 3.1 -3.6
O -1.180 -3.788 7.024 0.0 -3.2 3.1
O -0.480 -1.784 6.347 0.4 1.1 -0.1
F -0.559 -2.439 3.361 -0.2 0.6 0.0
H -1.485 -0.113 5.444 0.2 -0.3 0.7
H 0.078 -0.468 4.733 0.3 -0.3 0.5
H -2.312 -1.480 3.718 0.1 0.0 -0.1